Entry 1:
The following is a DFT calculation (ωB97M-V/def2-TZVPD) of one molecule with the formula C18H20N2O3.

Structure (XYZ):
```
43
Properties=species:S:1:pos:R:3:nbo_charge:R:1
O -5.34 0.79 -1.26 -0.712
O 0.61 -0.60 -1.02 -0.614
O -2.01 -1.40 1.14 -0.632
N 0.63 -1.31 1.17 -0.577
N -2.06 -0.78 -1.06 -0.585
C 3.61 -1.81 3.25 -0.192
C 4.32 -1.11 1.08 -0.215
C 4.64 -1.49 2.37 -0.028
C -3.16 1.77 -1.74 0.018
C 0.07 -0.96 0.00 0.588
C -1.46 -1.07 0.10 0.580
C -3.48 -0.66 -1.23 -0.232
C 6.50 -0.14 3.34 -0.592
C 1.98 -1.36 1.54 0.122
C -3.53 2.08 -3.04 -0.252
C -2.76 2.95 -3.79 -0.203
C -1.24 3.20 -1.96 -0.190
C -3.97 0.78 -0.94 0.060
C 6.07 -1.52 2.83 -0.413
C 3.00 -1.04 0.65 -0.183
C -1.61 3.51 -3.25 -0.217
C 2.29 -1.74 2.84 -0.234
C -2.01 2.33 -1.20 -0.245
H 6.19 -2.26 3.63 0.206
H -0.05 -1.57 1.88 0.433
H 3.84 -2.10 4.26 0.210
H 6.72 -1.81 2.00 0.208
H 2.76 -0.75 -0.35 0.241
H -0.34 3.62 -1.53 0.215
H 5.87 0.16 4.18 0.205
H -1.72 2.09 -0.19 0.213
H 5.11 -0.87 0.38 0.210
H -3.06 3.19 -4.80 0.214
H -1.01 4.18 -3.84 0.215
H -1.44 -0.46 -1.79 0.434
H 6.40 0.60 2.55 0.205
H 1.50 -1.99 3.53 0.211
H 7.53 -0.16 3.67 0.207
H -5.69 1.68 -1.12 0.476
H -4.42 1.64 -3.46 0.225
H -3.75 -0.92 -2.25 0.212
H -3.83 0.98 0.14 0.174
H -3.97 -1.34 -0.53 0.232
```

The SMILES is CCc1ccc(NC(=O)C(=O)NC[C@H](O)c2ccccc2)cc1. Its HOMO energy is -8.45 eV. The total energy is -1033.200122 a.u. As for the energy above the lowest of the compared OMol25 structures with the same formula, charge and spin: 6.6 kcal per mole. The HOMO-LUMO gap comes out at 9.093 eV. As for the strongest force on any atom: 0.0127 hartree/bohr. The calculation puts the lowest unoccupied orbital energy at 0.644 eV.

Entry 2:
The following is a DFT calculation (ωB97M-V/def2-TZVPD) of one molecule with the formula C18H20N2O5S.

Structure (XYZ):
```
46
Properties=species:S:1:pos:R:3:nbo_charge:R:1
S 1.95 -1.87 -0.32 2.334
O -6.51 -0.60 -0.53 -0.476
O 0.08 2.21 0.37 -0.643
O -5.26 1.16 -1.34 -0.489
O 2.89 -2.71 -0.98 -0.928
O 0.56 -2.23 -0.45 -0.966
N -0.46 0.04 0.69 -0.642
N 2.15 -0.28 -0.80 -0.696
C -3.59 -1.05 1.65 -0.211
C 1.05 0.61 -1.14 -0.126
C 0.17 1.04 0.05 0.669
C -4.57 0.53 -0.35 0.307
C 2.35 -1.84 1.45 -0.870
C -1.45 0.29 1.71 -0.246
C 5.78 0.20 -0.34 -0.198
C -2.84 0.01 1.18 -0.034
C 4.57 -0.36 -0.72 -0.238
C -6.48 0.46 -1.47 0.236
C 3.42 1.52 0.26 -0.211
C 0.20 0.03 -2.28 -0.617
C 3.38 0.30 -0.41 0.116
C -5.32 -0.54 0.14 0.219
C 5.82 1.41 0.32 -0.220
C -4.85 -1.34 1.15 -0.254
C -3.32 0.83 0.15 -0.287
C 4.64 2.07 0.61 -0.208
H 2.51 2.04 0.50 0.234
H 1.52 1.53 -1.51 0.244
H 4.54 -1.30 -1.24 0.250
H -2.75 1.65 -0.22 0.236
H -0.55 0.77 -2.57 0.221
H -3.19 -1.67 2.44 0.211
H -5.44 -2.16 1.52 0.229
H 2.12 -2.82 1.85 0.254
H 6.77 1.85 0.60 0.216
H 0.84 -0.19 -3.13 0.223
H -7.32 1.15 -1.27 0.158
H 3.40 -1.62 1.56 0.254
H -1.36 1.34 2.00 0.242
H 1.74 -1.08 1.92 0.246
H 6.70 -0.32 -0.59 0.217
H 4.66 3.02 1.13 0.218
H -1.24 -0.35 2.58 0.199
H -0.30 -0.88 -1.98 0.237
H -6.58 0.06 -2.49 0.158
H -0.39 -0.90 0.31 0.434
```

The SMILES is C[C@@H](C(=O)NCc1ccc2c(c1)OCO2)N(c1ccccc1)S(C)(=O)=O. Its HOMO energy is -8.18 eV. The total energy is -1581.803299 a.u. As for the energy above the lowest of the compared OMol25 structures with the same formula, charge and spin: 27.5 kcal per mole. The HOMO-LUMO gap comes out at 8.797 eV. As for the strongest force on any atom: 0.0247 hartree/bohr. The calculation puts the lowest unoccupied orbital energy at 0.614 eV.

Entry 3:
The following is a DFT calculation (ωB97M-V/def2-TZVPD) of one molecule with the formula C18H20N4O2S.

Structure (XYZ):
```
45
Properties=species:S:1:pos:R:3:nbo_charge:R:1
S 1.11 -2.14 0.84 0.292
O -2.10 -1.49 -0.63 -0.616
O -2.17 0.34 1.41 -0.509
N 5.58 2.10 0.65 -0.418
N 3.27 -0.66 1.45 -0.534
N 2.26 -0.06 -0.46 -0.554
N -0.51 0.14 -0.74 -0.647
C 3.84 1.83 -1.00 -0.260
C -3.01 3.46 -0.34 -0.198
C 0.21 -2.15 -0.77 -0.393
C 5.11 1.10 1.37 0.018
C -3.28 0.06 2.24 -0.057
C -1.35 1.27 -0.58 0.074
C 4.97 2.45 -0.48 0.018
C -3.09 2.44 0.58 -0.310
C 0.83 -4.54 -1.33 -0.609
C -1.26 2.31 -1.48 -0.199
C -4.48 -0.45 1.45 -0.648
C -2.25 1.33 0.49 0.378
C -2.08 3.41 -1.37 -0.239
C 2.25 -0.88 0.56 0.254
C 3.99 0.40 0.95 0.047
C -0.30 -3.55 -1.06 -0.408
C 3.34 0.77 -0.25 0.144
C -0.95 -1.14 -0.69 0.683
H 1.48 -4.62 -0.46 0.209
H 0.48 0.30 -0.88 0.443
H -2.01 4.22 -2.08 0.213
H 3.43 -1.17 2.30 0.429
H -0.54 2.25 -2.29 0.213
H 5.42 3.28 -1.00 0.194
H -4.15 -1.24 0.78 0.243
H -4.92 0.35 0.86 0.209
H 3.38 2.14 -1.92 0.228
H -2.91 -0.73 2.91 0.193
H -5.23 -0.85 2.13 0.210
H -3.81 2.51 1.39 0.217
H -0.95 -3.49 -1.93 0.231
H -0.90 -3.89 -0.22 0.218
H 5.65 0.86 2.28 0.193
H 0.43 -5.52 -1.55 0.216
H 1.43 -4.21 -2.18 0.202
H 0.95 -1.82 -1.51 0.253
H -3.54 0.93 2.85 0.163
H -3.67 4.31 -0.25 0.213
```

The SMILES is CCOc1ccccc1NC(=O)[C@H](CC)Sc1nc2ccncc2[nH]1. Its HOMO energy is -8.21 eV. The total energy is -1465.644892 a.u. As for the energy above the lowest of the compared OMol25 structures with the same formula, charge and spin: 14.8 kcal per mole. The HOMO-LUMO gap comes out at 8.533 eV. As for the strongest force on any atom: 0.0189 hartree/bohr. The calculation puts the lowest unoccupied orbital energy at 0.322 eV.

Entry 4:
The following is a DFT calculation (ωB97M-V/def2-TZVPD) of one molecule with the formula C18H20N4O3.

Structure (XYZ):
```
45
Properties=species:S:1:pos:R:3:nbo_charge:R:1
O -2.61 -5.90 -0.20 -0.697
O -0.04 3.33 -0.04 -0.625
O 3.99 3.83 0.02 -0.692
N 2.06 4.97 -0.09 -0.616
N 2.07 0.40 -1.74 -0.437
N 0.55 -1.21 -0.98 -0.437
N 4.09 1.60 -1.52 -0.799
C -2.31 -6.35 2.72 -0.415
C 0.67 2.41 -0.42 0.512
C 2.30 -0.21 -3.04 -0.213
C -1.10 -4.14 0.04 0.055
C 0.18 1.04 -0.40 -0.154
C -1.15 -7.31 2.33 -0.434
C -1.02 0.70 0.22 -0.108
C 0.93 0.06 -1.04 0.400
C -1.16 -5.84 1.85 -0.244
C -0.87 -2.96 -0.13 -0.034
C -0.58 -1.57 -0.33 0.160
C 1.61 0.56 -4.14 -0.623
C 2.72 1.57 -1.35 0.520
C 2.69 6.27 0.22 -0.415
C 2.06 2.61 -0.75 -0.386
C -1.42 -0.61 0.26 -0.249
C -1.31 -5.56 0.33 0.029
C 2.75 3.79 -0.22 0.674
H -0.51 -5.14 2.38 0.231
H -2.77 -6.85 -0.03 0.468
H 1.03 4.88 -0.07 0.436
H 4.52 0.69 -1.59 0.389
H 3.38 -0.24 -3.21 0.200
H 1.68 0.02 -5.09 0.220
H 2.12 7.08 -0.28 0.200
H -2.33 -0.91 0.77 0.232
H 1.99 -1.27 -3.08 0.239
H -1.29 -8.14 1.57 0.209
H -2.42 -6.01 3.76 0.225
H 0.52 0.65 -3.94 0.215
H 2.70 6.46 1.30 0.197
H -0.55 -6.11 -0.19 0.195
H -1.65 1.43 0.73 0.242
H 4.56 2.31 -0.98 0.449
H -3.24 -6.47 2.19 0.217
H -0.48 -7.60 3.14 0.223
H 3.70 6.32 -0.22 0.224
H 2.07 1.53 -4.25 0.214
```

The SMILES is CCn1c(N)c(C(=O)NC)c(=O)c2ccc(C#C[C@H](O)C3CC3)nc21. Its HOMO energy is -8.68 eV. The total energy is -1142.593500 a.u. As for the energy above the lowest of the compared OMol25 structures with the same formula, charge and spin: 79.7 kcal per mole. The HOMO-LUMO gap comes out at 8.406 eV. As for the strongest force on any atom: 0.0598 hartree/bohr. The calculation puts the lowest unoccupied orbital energy at -0.277 eV.

Entry 5:
The following is a DFT calculation (ωB97M-V/def2-TZVPD) of one molecule with the formula C18H20N4O4S2.

Structure (XYZ):
```
48
Properties=species:S:1:pos:R:3:nbo_charge:R:1
S 1.11 -1.97 -0.24 2.342
S -5.52 -2.39 -0.18 0.495
O 1.18 -2.35 -1.62 -0.938
O -3.22 0.89 0.01 -0.423
O 0.38 -2.81 0.67 -0.947
O -1.15 4.48 0.17 -0.547
N -5.41 0.78 -0.16 -0.272
N -3.03 3.26 0.02 -0.624
N -5.07 2.08 -0.15 -0.325
N 2.64 -1.81 0.33 -0.702
C 0.12 0.23 1.09 -0.207
C -4.49 -3.76 -0.08 -0.395
C -0.02 0.30 -1.31 -0.197
C 3.52 0.12 -1.00 -0.409
C 3.67 -1.34 -0.57 -0.216
C -1.66 3.39 0.07 0.681
C -3.77 2.12 -0.04 0.605
C -0.91 2.10 0.00 -0.124
C 2.89 -1.91 1.75 -0.413
C -4.32 0.08 -0.07 0.442
C 3.54 1.11 0.16 -0.401
C -3.18 -3.42 0.05 -0.257
C -0.51 1.46 1.16 -0.139
C 0.35 -0.34 -0.15 -0.326
C -4.16 -1.33 -0.05 -0.311
C -2.98 -2.03 0.06 -0.197
C -0.66 1.53 -1.24 -0.181
C 3.38 2.55 -0.33 -0.600
H 0.17 -0.19 -2.26 0.253
H 0.40 -0.31 1.98 0.235
H 3.40 3.24 0.51 0.213
H -2.02 -1.57 0.16 0.238
H 4.18 2.81 -1.01 0.202
H 2.43 2.67 -0.85 0.206
H -2.37 -4.12 0.13 0.241
H 3.61 -1.97 -1.46 0.227
H 4.48 1.02 0.71 0.195
H 3.04 -0.94 2.22 0.186
H -0.97 2.04 -2.15 0.229
H -3.58 4.11 0.03 0.441
H -4.92 -4.74 -0.12 0.239
H 3.78 -2.52 1.92 0.205
H -0.71 1.92 2.12 0.223
H 4.64 -1.50 -0.08 0.204
H 4.34 0.35 -1.68 0.210
H 2.59 0.23 -1.55 0.203
H 2.03 -2.41 2.18 0.240
H 2.72 0.89 0.85 0.195
```

The SMILES is CCCCN(C)S(=O)(=O)c1ccc(C(=O)Nc2nnc(-c3cccs3)o2)cc1. Its HOMO energy is -8.38 eV. The total energy is -2014.255217 a.u. As for the energy above the lowest of the compared OMol25 structures with the same formula, charge and spin: 53.4 kcal per mole. The HOMO-LUMO gap comes out at 8.550 eV. As for the strongest force on any atom: 0.0346 hartree/bohr. The calculation puts the lowest unoccupied orbital energy at 0.167 eV.